The following is a quantum chemistry calculation of a structure of composition C72H182AsF8N15NiO19S2, from OMol25.

Summary:
HOMO level (spin up / spin down): -7.74 / -7.74 eV
Total charge: 0
E_tot: -10442.41754 a.u.
<S²>: 2.004
Multiplicity: 3

Geometry as XYZ:
```
300
Properties=species:S:1:pos:R:3:forces:R:3:lowdin_spin:R:1
Ni -12.770370 1.227910 -22.682110 -0.67 -0.13 -1.77 1.75
As -11.612270 -2.266410 -23.729760 0.55 -1.54 0.44 0.00
F -9.920390 -1.675340 -24.080770 -2.32 -0.50 0.32 0.00
F -11.141160 -3.958830 -24.197130 -0.69 2.64 0.50 0.00
F -13.306190 -2.834410 -23.403280 1.95 0.83 -0.23 0.00
F -12.164970 -0.566510 -23.213810 1.06 -1.94 -0.12 0.02
F -12.153010 -1.748250 -25.315850 0.25 -0.85 0.68 0.00
F -11.151880 -2.511950 -22.043600 -0.38 0.04 -2.08 0.00
N -11.771820 1.505940 -21.013650 -3.11 2.46 2.92 0.02
S -10.363940 1.242490 -20.539890 7.72 -2.74 -1.23 0.00
O -10.193900 0.320170 -19.451910 -0.14 1.74 0.25 0.00
O -9.509730 2.418550 -20.669990 -1.21 -1.46 0.74 0.00
F -9.869120 0.248390 -21.714040 -0.61 1.03 -0.05 0.00
S -12.185550 2.579160 -19.664450 -3.28 0.99 1.53 0.00
O -11.995550 3.999650 -19.930830 -0.03 -2.83 -0.02 0.00
O -11.982340 2.036480 -18.316490 0.27 1.10 -3.22 0.01
F -13.772200 2.358520 -19.836080 1.02 0.22 -0.21 0.00
C -0.715860 6.184000 -17.847540 0.05 0.41 -0.54 0.00
C -1.204960 4.933470 -17.128620 0.33 -0.88 0.86 0.00
C -1.570420 5.334950 -15.630770 -0.74 0.82 -0.95 0.00
C -2.919830 6.116580 -15.523020 0.91 -0.61 0.36 0.00
C -3.974730 5.240680 -16.138890 -1.30 -0.10 -0.83 0.00
C -3.740770 4.757780 -17.597060 -1.39 -0.37 0.48 0.00
N -2.366810 4.276980 -17.799510 -0.27 0.56 2.27 0.00
O -2.095220 3.818220 -19.100330 -0.19 0.28 0.20 0.00
C -4.776050 3.571300 -17.856280 1.31 -0.09 -0.34 0.00
C -4.187690 5.900990 -18.521150 0.91 -0.14 -0.97 0.00
C -0.091130 3.813860 -17.017680 0.00 0.48 -0.02 0.00
H -0.410100 5.971800 -18.872030 0.01 -0.14 -0.04 0.00
H 0.111020 6.696880 -17.356290 0.23 -0.38 0.20 0.00
H -1.484660 6.954020 -17.911700 -0.26 -0.16 0.03 0.00
H -1.591010 4.450780 -14.993650 -0.17 -0.05 -0.09 0.00
H -0.808460 6.011460 -15.243670 0.42 -0.26 -0.15 0.00
H -2.851680 7.143110 -15.883160 0.09 -0.17 -0.98 0.00
H -3.130040 6.362890 -14.482230 -0.11 -0.63 0.34 0.00
H -4.941240 5.723470 -16.283350 -0.04 0.55 0.41 0.00
H -4.290380 4.404020 -15.515630 0.75 -0.26 0.27 0.00
H -4.564410 2.644190 -17.323570 0.61 0.08 0.33 0.00
H -5.829070 3.719840 -17.617140 0.04 0.85 -0.15 0.00
H -4.644460 3.316660 -18.907920 -0.45 -0.06 -0.17 0.00
H -3.553030 6.780230 -18.410530 -0.19 0.17 0.27 0.00
H -4.027630 5.589960 -19.553490 -0.03 -0.10 -0.18 0.00
H -5.241200 6.169700 -18.443650 0.05 -0.08 0.34 0.00
H 0.909280 4.179910 -16.786830 -0.05 0.60 0.06 0.00
H 0.061710 3.226370 -17.922990 -0.42 0.15 -0.17 0.00
H -0.307170 3.126590 -16.199700 -0.37 -0.06 -0.09 0.00
H -2.361170 2.908950 -18.945120 0.12 -0.32 -0.89 0.00
C -11.752810 -1.696750 -12.180890 0.10 1.20 -0.78 0.00
C -12.826400 -2.292680 -13.102260 -0.67 -1.31 1.78 0.00
C -14.225380 -1.889220 -12.422200 -1.19 -0.40 -0.77 0.00
C -15.453510 -2.129260 -13.346210 1.72 -0.34 -1.65 0.00
C -15.159830 -1.568250 -14.778940 -0.97 -0.30 2.10 0.00
C -13.828260 -1.968600 -15.437520 -0.54 0.95 0.76 0.00
N -12.753140 -1.834750 -14.476920 -0.46 2.31 1.22 0.00
O -11.498650 -1.935970 -15.074990 0.04 -0.19 0.32 0.00
C -13.861070 -3.396050 -15.928070 -0.60 0.39 -1.44 0.00
C -13.645890 -0.855660 -16.519510 0.12 -0.84 0.44 0.00
C -12.638900 -3.834740 -12.954520 -0.72 0.21 0.41 0.00
H -10.736620 -1.940230 -12.491020 -0.03 -0.26 -0.01 0.00
H -11.901920 -1.975640 -11.137770 -0.10 -0.24 -0.15 0.00
H -11.827700 -0.610830 -12.238080 0.09 0.19 0.05 0.00
H -14.511080 -2.499610 -11.565520 1.00 -0.47 0.25 0.00
H -14.280810 -0.894380 -11.980250 0.60 0.41 -0.56 0.00
H -16.415650 -1.703360 -13.061580 0.23 0.00 0.57 0.00
H -15.568310 -3.208130 -13.450850 -0.27 -0.19 0.20 0.00
H -15.283700 -0.505630 -14.570130 0.62 0.40 -0.72 0.00
H -16.047330 -1.853820 -15.343640 0.30 -0.05 -0.70 0.00
H -14.122750 -4.157030 -15.192860 0.25 0.27 0.03 0.00
H -14.614440 -3.416720 -16.715540 -0.03 -0.38 -0.22 0.00
H -12.907760 -3.573430 -16.425910 0.00 -0.59 -0.04 0.00
H -14.579720 -0.834920 -17.081330 0.17 0.16 -0.35 0.00
H -13.529310 0.074190 -15.962840 -0.13 0.06 -0.11 0.00
H -12.770710 -0.958690 -17.161030 -0.14 -0.30 -0.15 0.00
H -12.474840 -4.047150 -11.898080 0.15 -0.05 0.02 0.00
H -11.781190 -4.222360 -13.504230 -0.08 0.06 -0.17 0.00
H -13.556380 -4.370110 -13.198870 0.15 -0.17 -0.31 0.00
H -11.503420 -2.793040 -15.507430 0.42 -0.52 -0.25 0.00
C -20.551220 3.708700 -18.490620 0.37 0.29 0.98 0.00
C -20.160300 3.243090 -17.016060 -1.25 -0.24 -0.39 0.00
C -20.941420 1.917780 -16.701450 -0.58 -0.10 -0.43 0.00
C -20.401310 0.626210 -17.378020 -0.87 2.08 1.27 0.00
C -18.940340 0.505150 -17.066940 0.07 0.11 -0.94 0.00
C -18.098810 1.743010 -17.391180 0.73 0.70 -0.18 0.00
N -18.736800 2.984990 -16.821390 -1.37 -2.43 0.53 0.00
O -18.023190 4.131650 -17.042600 0.95 1.00 -0.50 0.00
C -16.735180 1.620460 -16.682480 0.17 0.00 0.11 0.00
C -17.841990 1.820630 -18.932920 -0.32 0.91 0.90 0.00
C -20.647090 4.322140 -15.961960 0.94 -1.19 -0.27 0.00
H -21.410260 4.379440 -18.474340 -0.23 -0.18 0.18 0.00
H -20.782940 2.880050 -19.159750 0.10 -0.03 0.07 0.00
H -19.754490 4.319610 -18.915010 0.18 -0.21 -0.02 0.00
H -21.098310 1.778520 -15.631820 0.61 -0.01 0.24 0.00
H -21.965950 2.035000 -17.054580 -0.16 0.38 -0.17 0.00
H -20.620120 0.724310 -18.441310 0.30 -0.25 -0.16 0.00
H -20.935270 -0.244340 -16.997040 -0.10 0.02 -0.08 0.00
H -18.718430 -0.264460 -17.806230 1.32 -0.49 0.62 0.00
H -18.741160 0.255930 -16.024670 -0.22 -0.46 -0.11 0.00
H -16.155000 2.540240 -16.756620 0.12 -0.06 -0.55 0.00
H -16.760970 1.454470 -15.605510 -0.69 -0.13 0.14 0.00
H -16.171100 0.772500 -17.070890 0.11 0.13 -0.28 0.00
H -17.236610 2.707730 -19.119150 0.07 0.09 -0.12 0.00
H -17.300520 0.959080 -19.323620 -0.20 -0.14 0.11 0.00
H -18.803410 1.979790 -19.421220 0.15 -0.30 -0.31 0.00
H -20.274810 5.328610 -16.153090 -0.47 0.03 -0.44 0.00
H -20.211950 4.069160 -14.995140 0.08 -0.28 0.10 0.00
H -21.723680 4.222190 -15.823870 -0.03 0.48 -0.33 0.00
H -17.737540 4.368390 -16.157190 0.28 0.28 0.04 0.00
C -6.803100 -2.065540 -23.405340 0.49 -0.19 -0.64 0.00
O -5.353730 -1.883130 -23.650560 -1.70 -1.12 0.19 0.00
H -7.245340 -2.347520 -24.360860 -0.31 0.40 -0.09 0.00
H -7.026870 -2.921600 -22.768790 0.32 0.25 0.49 0.00
H -7.239690 -1.135750 -23.040690 0.13 -0.16 0.09 0.00
H -5.257090 -2.550150 -24.334190 0.89 0.06 -0.08 0.00
C -9.578150 4.693040 -17.441870 -0.23 -1.47 -0.89 0.00
C -8.971160 5.744410 -16.633460 0.07 2.11 1.11 0.00
C -10.009260 6.784100 -16.069380 1.79 -2.01 -1.51 0.00
O -10.708320 7.372120 -17.174440 0.66 -0.82 1.70 0.00
C -11.609970 8.249200 -16.620400 -1.44 2.39 -0.55 0.00
N -8.221390 5.185010 -15.518880 0.07 -0.32 -0.14 0.00
H -10.090560 3.925700 -16.861570 -0.47 0.18 0.10 0.00
H -8.779340 4.129960 -17.924510 0.06 0.01 -0.28 0.00
H -10.202290 5.143520 -18.213630 -0.18 -0.31 0.03 0.00
H -8.299710 6.257300 -17.322080 0.30 0.43 0.24 0.00
H -9.425590 7.483720 -15.471090 -0.24 0.63 -0.16 0.00
H -10.607240 6.190250 -15.378110 -0.84 0.24 -0.09 0.00
H -11.175110 8.934110 -15.892460 0.36 -0.18 0.33 0.00
H -12.529310 7.857950 -16.184690 0.15 -0.77 0.15 0.00
H -11.947960 8.932180 -17.399760 -0.10 -0.05 -0.36 0.00
H -7.829670 5.891540 -14.912680 0.13 0.25 -0.07 0.00
H -8.896360 4.690660 -14.953080 0.05 -0.33 0.26 0.00
C -6.985470 3.169140 -25.428630 -0.32 -0.29 -0.95 0.00
C -8.019300 1.995250 -25.430420 1.01 0.52 0.06 0.00
C -7.458710 0.767670 -26.225240 -0.94 0.70 0.22 0.00
O -7.707260 1.036670 -27.593040 0.47 0.28 -0.21 0.00
C -6.970290 0.212100 -28.477650 0.16 0.35 0.42 0.00
N -8.279410 1.666770 -24.054770 -0.15 -0.47 0.48 0.00
H -6.159030 2.931260 -24.758910 0.05 -0.28 -0.10 0.00
H -7.311820 4.163680 -25.124510 -0.66 -0.23 0.15 0.00
H -6.602470 3.312570 -26.438990 0.18 -0.11 -0.06 0.00
H -9.014140 2.277610 -25.774900 0.26 0.20 -1.12 0.00
H -7.907790 -0.191760 -25.968520 -0.98 -0.08 0.29 0.00
H -6.442750 0.530580 -25.909490 0.74 0.73 -0.56 0.00
H -5.930970 0.260910 -28.152790 0.22 -0.49 -0.13 0.00
H -7.000610 0.597930 -29.496630 -0.33 0.16 0.11 0.00
H -7.377610 -0.798830 -28.463090 0.23 -0.28 -0.01 0.00
H -7.411030 1.784630 -23.552630 0.13 -0.34 0.36 0.00
H -8.441090 0.670410 -24.089680 -0.29 -0.42 0.84 0.00
C -15.166830 7.603700 -22.083030 0.70 0.54 -0.31 0.00
C -15.250420 8.069490 -20.617960 -2.13 -0.21 -0.52 0.00
C -15.263060 6.930710 -19.635520 1.19 -1.20 -0.73 0.00
O -16.329720 6.038600 -19.848260 0.82 -0.21 0.48 0.00
C -17.435860 6.510590 -19.172920 -1.84 -0.12 -0.87 0.00
N -14.230710 9.021120 -20.323400 0.99 -0.07 0.11 0.00
H -16.083710 7.239820 -22.546750 0.06 -0.41 0.45 0.00
H -14.316370 6.935400 -22.217920 -0.20 -0.80 0.31 0.00
H -14.804900 8.368020 -22.770730 -0.38 0.82 0.37 0.00
H -16.230130 8.488210 -20.387880 -0.19 0.70 -0.74 0.00
H -15.280560 7.353180 -18.630880 0.01 -0.12 0.28 0.00
H -14.385840 6.297350 -19.767630 0.50 0.22 0.19 0.00
H -17.784220 7.405180 -19.689120 -0.35 0.35 0.24 0.00
H -17.293410 6.742020 -18.117340 0.21 -0.26 0.14 0.00
H -18.198370 5.747010 -19.326690 -0.16 0.14 0.48 0.00
H -14.275000 9.284840 -19.349440 -0.41 0.40 0.30 0.00
H -13.445500 8.387050 -20.284490 1.37 0.24 -0.29 0.00
C -8.037720 1.371400 -16.699550 0.91 0.56 -1.03 0.00
C -8.935540 0.295990 -16.219210 0.77 -2.28 1.06 0.00
C -8.390540 -0.401960 -14.901680 0.03 2.07 -0.25 0.00
O -7.059550 -0.826590 -15.066500 0.39 -0.58 -1.26 0.00
C -6.548300 -1.651200 -14.029840 -0.86 0.22 -1.21 0.00
N -10.314080 0.718690 -16.088760 -0.26 0.30 0.09 0.00
H -8.360610 1.703280 -17.686320 -0.37 0.34 -0.02 0.00
H -7.031660 1.014560 -16.920000 0.09 -0.33 0.37 0.00
H -7.922820 2.236690 -16.046730 -0.31 0.00 0.18 0.00
H -8.993730 -0.512740 -16.947680 0.81 -0.26 -0.40 0.00
H -9.092830 -1.157240 -14.548910 0.11 -0.38 -0.08 0.00
H -8.275510 0.373380 -14.144240 -0.89 0.34 0.44 0.00
H -5.764850 -2.263420 -14.476490 0.13 0.10 0.16 0.00
H -7.390910 -2.299800 -13.790170 0.30 -0.28 0.93 0.00
H -6.154760 -1.030990 -13.224500 -0.16 -0.25 0.37 0.00
H -10.624670 0.822660 -17.044180 -0.13 0.67 -0.32 0.00
H -10.841810 -0.106500 -15.842470 -0.21 -0.33 0.61 0.00
C -10.629640 -4.560660 -19.555440 0.95 0.28 1.24 0.00
C -10.132280 -3.184000 -19.062400 0.24 -0.85 -0.28 0.00
C -8.804220 -2.690940 -19.687650 -0.51 -0.95 -0.28 0.00
O -7.616860 -3.337900 -19.138610 -2.78 0.57 -1.12 0.00
C -6.444350 -2.687600 -19.495930 1.01 0.04 1.11 0.00
N -11.198910 -2.290090 -19.367620 -0.79 1.62 -0.01 0.00
H -11.587550 -4.808760 -19.098330 -0.10 0.24 -0.03 0.00
H -9.924060 -5.297360 -19.171330 0.10 -0.38 -0.68 0.00
H -10.750750 -4.524850 -20.638100 0.26 -0.32 0.04 0.00
H -10.003540 -3.126340 -17.981560 0.12 -0.50 0.25 0.00
H -8.878910 -1.603530 -19.695580 0.97 0.32 1.05 0.00
H -8.891050 -2.841710 -20.763680 0.33 -0.70 -0.43 0.00
H -6.199780 -2.085670 -18.620730 0.61 0.42 -0.09 0.00
H -6.435500 -2.031000 -20.365930 -0.48 -0.28 -0.26 0.00
H -5.694530 -3.470650 -19.608650 0.27 0.17 -0.15 0.00
H -10.851360 -1.352310 -19.226650 -0.34 0.08 0.47 0.00
H -11.380060 -2.263690 -20.360890 -0.15 -0.45 0.20 0.00
C -16.401840 0.070110 -24.862950 -1.62 -0.35 -0.13 0.00
C -15.470840 0.588260 -23.821470 0.98 0.09 -0.39 0.00
C -15.475980 -0.281130 -22.528810 0.69 1.04 -0.62 0.00
O -14.410220 0.236030 -21.651530 -1.46 -0.68 -0.17 0.02
C -14.395100 -0.552140 -20.437110 0.35 -0.27 -0.07 0.00
N -14.114920 0.706660 -24.390340 1.03 -0.23 0.48 0.04
H -16.171470 -0.956690 -25.147060 -0.18 -0.15 0.24 0.00
H -16.520100 0.611350 -25.801660 0.80 0.49 0.07 0.00
H -17.409330 0.180210 -24.461790 -0.29 -0.70 0.10 0.00
H -15.723610 1.619160 -23.573580 -0.28 -0.11 0.34 0.00
H -15.371120 -1.354980 -22.683530 0.76 -0.04 -0.43 0.00
H -16.479130 -0.234820 -22.104950 0.05 0.66 0.59 0.00
H -13.590580 -0.264080 -19.760450 0.04 0.29 -0.34 0.00
H -14.230410 -1.596720 -20.701380 -0.01 -0.09 -0.02 0.00
H -15.339230 -0.460690 -19.900130 -0.12 0.17 -0.12 0.00
H -14.097050 1.199380 -25.271820 -0.42 1.01 0.09 0.00
H -13.777780 -0.169710 -24.762370 0.08 -0.86 0.57 0.00
C -11.307860 3.881050 -13.496910 -2.04 0.76 -0.39 0.00
C -12.535030 3.060290 -14.079790 1.72 0.41 -0.28 0.00
C -12.921540 3.325750 -15.595070 1.99 1.69 1.61 0.00
O -13.444890 4.661570 -15.720040 -0.77 0.08 -0.68 0.00
C -13.423390 5.163050 -17.087550 -0.85 -0.94 1.09 0.00
N -11.940800 1.732150 -13.907860 -1.63 -0.27 0.01 0.00
H -11.538560 4.945740 -13.460740 0.27 0.26 -0.33 0.00
H -10.410730 3.666840 -14.077740 -0.05 -0.02 0.07 0.00
H -11.191190 3.583300 -12.454870 0.19 -0.26 -0.20 0.00
H -13.416680 3.230020 -13.461740 0.00 -0.19 0.17 0.00
H -13.497430 2.487620 -15.987480 -0.51 0.27 -0.20 0.00
H -11.965170 3.415620 -16.110210 0.14 -0.85 -0.28 0.00
H -14.041080 6.056830 -17.175410 0.41 0.32 0.58 0.00
H -14.002330 4.471490 -17.699650 0.42 -0.42 -0.44 0.00
H -12.403040 5.324600 -17.435240 -0.06 -0.04 -0.11 0.00
H -11.244900 1.646850 -14.634870 0.52 -0.23 -0.18 0.00
H -12.629030 1.034410 -14.151990 -0.18 -0.55 0.05 0.00
C -11.397710 2.408660 -28.146940 0.53 0.79 0.43 0.00
C -11.590400 0.938750 -27.914620 -0.45 -1.63 -0.16 0.00
C -10.761450 0.157910 -28.940950 -0.23 -0.45 -0.44 0.00
O -11.199610 -1.209600 -28.985740 0.09 0.32 -0.03 0.00
C -10.506660 -1.987900 -29.976240 0.23 1.40 1.03 0.00
N -11.199390 0.532810 -26.542550 -0.11 1.49 -0.50 0.00
H -10.331890 2.546410 -27.964850 0.18 0.62 -0.11 0.00
H -11.943500 3.073430 -27.477390 -0.02 -0.33 0.49 0.00
H -11.652810 2.818700 -29.124130 0.13 -0.62 -0.30 0.00
H -12.630720 0.642670 -28.049460 -0.16 -0.02 -0.07 0.00
H -9.700870 0.293080 -28.728840 0.30 -0.52 0.70 0.00
H -10.772090 0.608010 -29.933620 -0.82 0.05 -0.46 0.00
H -10.503770 -1.386880 -30.885560 -0.10 -0.47 -0.49 0.00
H -10.944960 -2.981470 -30.070070 -0.15 0.32 -0.02 0.00
H -9.474310 -2.059140 -29.633770 0.28 -0.37 -0.19 0.00
H -10.189770 0.559830 -26.536340 0.24 -0.25 0.34 0.00
H -11.522260 -0.365290 -26.212010 0.12 0.01 -0.63 0.00
C -10.683940 4.483890 -24.563040 -0.57 0.43 0.45 0.00
C -11.541640 3.497760 -23.688020 0.54 1.64 -0.80 0.00
C -13.064140 3.862200 -23.732340 2.21 -0.62 0.88 0.00
O -13.736520 3.021730 -22.743320 -0.12 1.25 0.15 0.03
C -14.828690 3.756640 -22.155740 -0.98 0.95 -0.56 0.00
N -11.244160 2.135330 -24.011670 -1.68 -0.74 0.79 0.06
H -11.127400 4.668250 -25.541540 -0.15 -0.14 -0.11 0.00
H -9.646110 4.195280 -24.729500 -0.16 -0.71 0.18 0.00
H -10.545930 5.450930 -24.079410 -0.39 0.11 0.14 0.00
H -11.231790 3.620000 -22.650160 -0.05 0.30 0.17 0.00
H -13.506370 3.753740 -24.722680 -0.17 0.02 0.05 0.00
H -13.001700 4.895170 -23.390050 -0.85 0.11 -0.12 0.00
H -14.517350 4.770600 -21.904600 0.28 -0.14 0.14 0.00
H -15.388760 3.392260 -21.294550 0.95 -0.94 0.08 0.00
H -15.603400 3.876580 -22.913060 -0.03 0.05 -0.35 0.00
H -10.246350 2.014400 -23.912350 0.75 -0.44 0.53 0.00
H -11.436140 1.914960 -24.978460 -0.24 -0.36 -0.56 0.00
C -10.447550 8.282660 -21.751810 -0.15 -0.61 0.32 0.00
C -10.791040 6.846160 -21.316550 1.21 -0.62 0.79 0.00
C -9.548140 5.895540 -21.031170 -0.48 0.70 -1.22 0.00
O -8.747490 5.918030 -22.206250 0.01 0.11 -0.25 0.00
C -7.642270 5.030900 -22.301870 -0.06 0.65 0.50 0.00
N -11.606940 6.922450 -20.120140 -0.59 0.06 0.26 0.00
H -9.950570 8.813820 -20.940030 0.53 -0.23 0.05 0.00
H -11.368730 8.859020 -21.837460 -0.16 -0.19 -0.53 0.00
H -9.841440 8.295670 -22.657650 -0.09 0.17 0.09 0.00
H -11.387450 6.318930 -22.061130 -0.05 0.21 -0.37 0.00
H -9.877210 4.877800 -20.821380 -0.23 -0.05 0.03 0.00
H -8.983890 6.229120 -20.160280 0.17 0.33 0.18 0.00
H -6.928670 5.519620 -22.965220 -0.06 -0.20 -0.25 0.00
H -7.920280 4.041930 -22.666220 -0.12 -0.08 0.00 0.00
H -7.129120 4.942050 -21.344330 -0.04 -0.19 0.26 0.00
H -11.067080 7.277420 -19.343840 0.19 0.23 0.18 0.00
H -11.878820 5.993240 -19.832480 -0.10 -0.06 0.01 0.00
C -6.264040 0.999880 -20.958610 -0.65 -0.20 1.10 0.00
C -5.066210 1.199110 -21.857890 -0.84 0.05 0.86 0.00
C -3.807710 0.469680 -21.365990 0.17 1.49 0.44 0.00
O -3.397660 1.038960 -20.085680 -0.04 -1.21 -0.78 0.00
C -2.203410 0.480010 -19.509340 -0.81 0.31 -0.21 0.00
N -5.451480 0.806970 -23.218520 1.19 0.32 0.30 0.00
H -6.226850 1.542660 -20.014100 0.28 0.48 -0.12 0.00
H -6.405600 -0.009380 -20.572010 0.19 -0.40 -0.51 0.00
H -7.193580 1.284130 -21.451830 0.06 0.10 -0.06 0.00
H -4.893420 2.274910 -21.888210 0.40 0.10 0.10 0.00
H -3.060760 0.705940 -22.123840 0.56 -0.21 0.02 0.00
H -3.962320 -0.609170 -21.349290 -0.05 -0.16 0.33 0.00
H -2.057980 1.074950 -18.607670 0.47 -0.01 -0.08 0.00
H -1.366830 0.514080 -20.207240 0.16 0.35 0.03 0.00
H -2.275360 -0.550970 -19.162930 -0.52 -0.24 -0.18 0.00
H -5.287950 -0.187480 -23.285070 -0.33 -0.30 -0.17 0.00
H -4.673540 1.147340 -23.765370 0.09 0.29 -0.73 0.00
```
Positions in Å, forces in eV/Å.